No. 1
The following is a quantum chemistry calculation of the molecule C18H35Br3F3N7O3 at a distorted geometry, from OMol25.

The calculation puts the HOMO-LUMO gap at 7.8410 eV. As for the highest occupied orbital energy: -0.295 Ha.

```
69
Properties=species:S:1:pos:R:3:forces:R:3:lowdin_charge:R:1
N 7.603 -2.471 0.803 -0.1 -0.1 0.1 0.125
C 6.785 -1.964 -0.013 0.1 -0.1 0.2 -0.544
N 6.348 -2.665 -1.183 -0.4 0.2 0.0 0.082
N 6.317 -0.650 0.239 0.1 0.1 -0.9 0.017
C 5.149 -0.167 -0.495 -0.1 -0.1 0.2 -0.244
C 4.432 0.935 0.275 -0.4 0.1 -0.5 -0.190
C 3.077 1.244 -0.389 0.2 -0.5 0.4 -0.198
C 2.016 0.290 0.158 0.1 0.0 -0.1 -0.234
N 0.740 0.450 -0.519 0.2 -0.1 1.0 -0.223
Br 0.686 0.139 -2.612 -0.7 0.5 -2.2 0.994
C -0.345 0.786 0.078 0.8 -0.1 -0.2 -0.409
N -0.346 0.984 1.453 -0.6 -0.2 0.0 0.092
C -1.542 1.468 2.130 -0.2 0.0 0.3 -0.163
C -1.447 1.289 3.650 0.2 -0.4 -0.6 -0.149
C -2.054 -0.021 4.174 0.0 0.4 0.7 -0.831
F -3.210 -0.340 3.539 0.0 0.0 -0.2 -0.003
Br -2.478 0.265 6.053 0.0 0.0 0.1 0.833
C -1.112 -1.237 4.081 -0.5 -0.6 0.3 -0.964
F -0.902 -1.522 2.773 0.2 0.2 -0.1 0.024
F 0.059 -0.957 4.653 0.2 0.1 -0.2 0.054
Br -1.817 -2.848 4.878 -0.1 0.0 -0.1 0.831
N -1.494 0.942 -0.706 -0.6 0.2 0.9 -0.109
C -1.926 2.327 -0.965 0.5 0.0 0.0 -0.154
C -3.303 2.737 -0.442 -0.3 0.0 -0.5 -0.183
C -4.438 2.514 -1.470 -0.1 -0.2 0.0 -0.282
N -5.690 1.979 -0.932 0.2 0.1 0.2 -0.007
C -2.511 -0.090 -0.567 0.1 -0.2 -0.4 -0.178
C -1.932 -1.495 -0.441 -0.8 -0.3 0.0 -0.144
C -3.086 -2.452 -0.048 0.3 0.1 0.7 -0.097
C -2.860 -3.842 -0.588 -0.2 0.0 -0.1 -0.525
O -3.328 -4.250 -1.608 0.1 0.0 0.0 0.133
O -2.023 -4.627 0.143 -0.1 -0.1 0.0 0.111
H 7.874 -3.387 0.454 0.1 0.0 0.0 0.046
H 6.240 -2.027 -1.965 0.0 0.0 0.0 0.072
H 5.424 -3.058 -1.034 0.1 -0.3 0.0 0.081
H 7.092 -0.016 0.083 0.0 0.1 0.6 0.126
H 4.460 -0.999 -0.642 0.0 0.0 0.1 0.104
H 5.389 0.208 -1.498 0.0 0.0 0.0 0.122
H 5.028 1.848 0.253 0.2 -0.1 0.3 0.112
H 4.264 0.612 1.304 0.3 0.1 0.1 0.112
H 2.758 2.259 -0.156 0.0 0.1 -0.3 0.117
H 3.195 1.089 -1.461 -0.3 0.4 -0.1 0.078
H 1.965 0.448 1.237 -0.1 0.0 0.0 0.107
H 2.333 -0.743 -0.004 0.0 0.0 0.0 0.120
H 0.109 0.229 1.941 0.2 0.2 0.1 0.104
H -1.671 2.531 1.932 0.1 0.0 -0.1 0.125
H -2.450 0.972 1.795 0.0 0.0 -0.1 0.090
H -1.955 2.106 4.151 0.0 0.0 0.0 0.100
H -0.397 1.311 3.945 0.0 0.2 0.2 0.128
H -1.171 2.980 -0.522 0.1 0.0 0.0 0.122
H -1.867 2.503 -2.044 -0.1 0.0 0.0 0.125
H -3.586 2.207 0.467 0.2 0.1 0.1 0.081
H -3.270 3.803 -0.213 0.0 0.0 0.2 0.110
H -4.104 1.822 -2.244 0.0 0.0 -0.1 0.102
H -4.674 3.452 -1.972 0.1 0.0 -0.1 0.109
H -6.009 2.570 -0.171 -0.1 0.0 0.0 0.064
H -5.510 1.069 -0.521 -0.1 0.0 0.0 0.052
H -3.107 -0.084 -1.484 0.0 0.1 0.0 0.138
H -3.218 0.062 0.262 0.1 0.1 0.1 0.101
H -1.525 -1.825 -1.395 0.4 0.2 0.1 0.119
H -1.198 -1.550 0.362 0.3 0.0 -0.3 0.096
H -4.054 -2.070 -0.365 0.0 -0.2 -0.3 0.125
H -3.108 -2.495 1.047 -0.2 0.0 0.0 0.112
H -1.847 -4.229 1.003 0.1 0.1 0.0 0.100
C 0.659 0.334 -5.735 1.2 0.2 -0.3 -0.300
O 0.034 0.136 -4.520 -0.5 -0.5 0.7 -0.665
H -0.018 0.096 -6.566 -0.2 -0.1 0.3 0.071
H 0.994 1.372 -5.913 -0.1 0.0 0.2 0.062
H 1.554 -0.288 -5.908 -0.1 -0.1 0.2 0.063
```
Forces are in eV/Å.



No. 2
The following is a quantum chemistry calculation of a structure of composition C2H3IN2O at a distorted geometry, from OMol25.

Its expectation value of S² is 2.037. Its energy above the lowest of the compared OMol25 structures with the same formula, charge and spin is 2.214 eV. The spin multiplicity is 3. The calculation puts the HOMO-LUMO gap (spin up / spin down) at 7.6847 / 8.2586 eV. As for the highest occupied orbital energy (spin up / spin down): -0.300 / -0.336 Ha.

```
9
Properties=species:S:1:pos:R:3:forces:R:3:lowdin_charge:R:1
C 0.271 -0.092 0.394 -0.2 1.7 -2.5 -0.016
C -0.994 0.117 -0.369 0.4 0.1 0.5 -0.346
N 0.588 -2.615 -0.393 -0.3 -1.6 -1.6 0.069
N -2.023 -0.087 0.374 0.7 -0.2 0.5 -0.551
O 0.813 -1.896 0.482 0.6 -0.7 1.4 -0.170
I -3.992 -0.067 -0.001 0.1 0.2 -0.7 0.723
H 1.233 0.072 -0.124 -0.8 0.5 0.5 0.092
H 0.264 -0.185 1.449 -0.3 0.6 0.6 0.074
H -0.960 0.433 -1.463 -0.1 -0.6 1.3 0.124
```
Forces are in eV/Å.



No. 3
The following is a quantum chemistry calculation of the molecule CH3FIN at a distorted geometry, from OMol25.

Its energy above the lowest of the compared OMol25 structures with the same formula, charge and spin is 3.042 eV. As for the SMILES: CN(F)I. The calculation puts the HOMO-LUMO gap at 8.8405 eV. As for the highest occupied orbital energy: -0.348 Ha.

```
7
Properties=species:S:1:pos:R:3:forces:R:3:lowdin_charge:R:1
C -0.125 0.411 0.471 3.6 4.4 -0.7 -0.272
N 0.418 -0.704 -0.161 1.9 -1.2 -1.5 -0.551
F 1.315 -0.197 -1.227 -1.4 -0.5 1.0 -0.195
I -1.015 -1.957 -1.016 0.3 0.4 -0.1 0.788
H -0.706 0.079 1.227 -1.7 -0.9 2.7 0.032
H 0.721 1.208 0.795 -1.1 -2.6 0.1 0.146
H -0.607 1.160 -0.089 -1.6 0.3 -1.5 0.053
```
Forces are in eV/Å.



No. 4
The following is a quantum chemistry calculation of a structure of composition C40H41N4PRb, from OMol25.

Its energy above the lowest of the compared OMol25 structures with the same formula, charge and spin is 1.662 eV. The calculation puts the HOMO-LUMO gap at 4.3538 eV. The net charge is -1. As for the highest occupied orbital energy: -0.085 Ha.

```
87
Properties=species:S:1:pos:R:3:forces:R:3:lowdin_charge:R:1
Rb 0.859 -0.645 -1.232 0.4 -0.2 -0.3 0.631
C 4.006 -2.425 -1.160 -0.1 -0.1 0.0 -0.159
N 3.700 -1.445 -0.121 0.0 -0.1 -0.2 -0.177
C 4.470 -0.245 -0.382 0.0 0.1 0.0 -0.137
C 4.078 0.954 0.454 0.1 0.0 -0.1 -0.263
C 5.060 1.764 1.012 0.0 0.0 0.0 -0.033
C 4.675 2.867 1.757 0.1 0.0 0.0 -0.075
C 3.327 3.121 1.923 -0.1 0.0 0.0 -0.061
C 2.415 2.266 1.317 0.1 0.0 -0.1 -0.135
N 2.778 1.210 0.594 -0.1 0.1 0.0 0.123
C 3.867 -1.967 1.225 -0.2 0.0 0.0 -0.121
C 3.012 -1.216 2.221 0.0 0.0 0.0 -0.280
C 3.568 -0.458 3.242 0.0 0.0 0.0 -0.039
C 2.729 0.274 4.067 0.1 0.0 0.1 -0.076
C 1.367 0.222 3.847 -0.2 -0.1 -0.1 -0.064
C 0.897 -0.586 2.817 0.1 0.0 0.0 -0.115
N 1.695 -1.299 2.026 -0.1 0.1 0.0 0.126
C 3.162 -3.670 -1.084 0.2 0.1 -0.1 -0.281
C 3.739 -4.929 -1.216 0.0 0.0 0.0 -0.022
C 2.923 -6.047 -1.222 0.2 -0.1 0.0 -0.078
C 1.558 -5.878 -1.088 -0.2 0.1 0.0 -0.073
C 1.073 -4.584 -0.951 0.1 -0.1 0.0 -0.127
N 1.850 -3.506 -0.945 -0.3 -0.1 0.0 0.081
H 5.070 -2.716 -1.145 0.0 0.0 0.0 0.125
H 3.784 -1.953 -2.132 -0.1 0.0 0.0 0.082
H 4.325 0.007 -1.438 -0.1 0.0 0.0 0.132
H 5.550 -0.429 -0.234 0.0 0.0 0.0 0.123
H 6.106 1.523 0.868 0.0 0.0 0.0 0.107
H 5.421 3.516 2.202 0.0 0.0 0.0 0.102
H 2.977 3.970 2.496 0.0 0.0 0.0 0.102
H 1.347 2.448 1.392 0.0 0.0 0.0 0.096
H 4.925 -1.969 1.536 0.0 0.0 0.1 0.126
H 3.517 -3.000 1.230 0.0 0.0 0.0 0.123
H 4.644 -0.416 3.360 0.0 0.0 0.0 0.111
H 3.140 0.892 4.856 0.0 0.0 0.0 0.106
H 0.670 0.794 4.447 0.0 0.0 0.0 0.100
H -0.165 -0.652 2.617 0.0 0.0 0.0 0.086
H 4.813 -5.020 -1.316 0.0 0.0 0.0 0.108
H 3.349 -7.037 -1.329 0.0 0.0 0.0 0.102
H 0.879 -6.721 -1.089 0.0 0.0 0.0 0.097
H 0.008 -4.407 -0.842 0.0 0.0 0.0 0.109
C -5.398 1.368 0.185 0.1 0.0 0.0 -0.042
C -5.279 0.253 -0.822 0.0 0.0 0.0 -0.268
C -6.444 -0.384 -1.248 0.0 0.0 0.0 -0.060
C -6.420 -1.408 -2.185 0.0 0.0 0.0 -0.099
C -5.210 -1.812 -2.724 0.0 0.1 0.0 -0.098
C -4.041 -1.191 -2.303 0.0 0.0 0.0 -0.102
C -4.047 -0.166 -1.355 0.0 0.0 0.0 -0.332
P -2.379 0.510 -0.936 -0.2 0.0 0.1 1.066
C -2.500 0.471 0.933 0.0 -0.1 0.0 -0.313
C -2.692 -0.840 1.401 0.0 0.0 0.0 -0.125
C -2.805 -1.144 2.746 0.0 0.1 0.0 -0.108
C -2.673 -0.123 3.683 0.0 0.0 -0.1 -0.111
C -2.448 1.167 3.239 0.0 0.0 0.0 -0.075
C -2.376 1.496 1.878 -0.1 0.1 0.0 -0.263
C -2.246 2.960 1.534 0.0 0.0 0.0 -0.046
C -2.390 2.170 -1.616 0.0 0.0 0.0 -0.386
C -3.479 2.686 -2.327 0.0 0.0 0.0 -0.144
C -3.412 3.869 -3.037 0.1 0.0 0.1 -0.146
C -2.176 4.554 -3.043 0.0 0.0 0.0 -0.136
C -1.086 4.080 -2.373 0.0 0.0 0.0 -0.078
C -1.115 2.857 -1.606 0.2 0.0 0.0 -0.385
C -0.003 2.405 -0.916 -0.4 0.3 0.0 -0.150
H -6.401 1.795 0.153 0.0 0.0 0.0 0.077
H -4.678 2.163 -0.007 0.0 0.0 0.0 0.065
H -5.219 0.998 1.198 0.0 0.0 0.0 0.085
H -7.395 -0.054 -0.842 0.0 0.0 0.0 0.104
H -7.346 -1.876 -2.498 0.0 0.0 0.0 0.094
H -5.172 -2.600 -3.466 0.0 0.0 0.0 0.096
H -3.091 -1.498 -2.725 0.0 0.0 0.0 0.094
H -2.776 -1.642 0.673 0.0 0.0 0.0 0.101
H -2.978 -2.166 3.061 0.0 0.0 0.0 0.098
H -2.738 -0.335 4.744 0.0 0.0 0.0 0.096
H -2.353 1.972 3.963 0.0 0.0 0.0 0.109
H -1.293 3.359 1.889 0.0 0.0 0.0 0.078
H -3.046 3.519 2.028 0.0 0.0 0.0 0.082
H -2.302 3.148 0.465 0.0 0.0 0.1 0.050
H -4.407 2.125 -2.349 0.0 0.0 0.0 0.088
H -4.265 4.236 -3.592 0.0 0.0 0.0 0.072
H -2.086 5.481 -3.603 0.0 0.0 0.0 0.086
H -0.148 4.625 -2.407 0.0 0.0 0.0 0.096
H -0.065 1.555 -0.249 0.0 0.2 0.2 -0.065
H 0.926 2.958 -0.929 0.0 0.0 -0.1 0.028
C 2.454 -1.031 -4.026 0.1 -0.1 0.5 -0.310
H 2.633 -2.070 -4.354 0.0 0.1 -0.1 -0.133
H 3.420 -0.497 -4.064 0.0 0.0 -0.1 -0.137
H 1.777 -0.551 -4.746 0.1 0.0 0.0 -0.133
```
Forces are in eV/Å.